1.
DFT (ωB97M-V with the def2-TZVPD basis set) results for a molecular structure, C19H36FeIN2O2P2S4.

Structure (XYZ):
```
67
Properties=species:S:1:pos:R:3:lowdin_charge:R:1
Fe -0.6175 -0.3760 -0.3446 -0.05
O 0.3006 -2.1133 -0.2245 -0.32
N 1.4688 -2.2173 -0.8619 -0.19
C 2.2416 -3.2755 -0.5310 -0.01
C 3.4469 -3.4890 -1.1466 -0.04
C 3.8667 -2.5866 -2.1290 -0.05
C 3.0726 -1.5128 -2.4371 -0.08
C 1.8488 -1.3075 -1.7874 -0.63
S 0.8420 0.0535 -2.0674 0.74
H 1.8188 -3.9017 0.2393 0.14
H 4.0434 -4.3426 -0.8639 0.12
H 4.8100 -2.7281 -2.6365 0.12
H 3.3677 -0.7885 -3.1816 0.11
C 3.8359 1.5633 0.1625 -0.52
C 3.6055 0.2652 0.9236 -0.51
S 1.9287 -0.1068 1.5155 0.88
C 1.8283 0.7782 3.1114 -0.49
C 1.2975 2.2124 3.2298 -0.55
S 0.0692 2.7631 2.0408 0.85
C 1.0124 3.1692 0.5433 -0.57
C 2.3042 3.9496 0.6907 -0.51
S 3.7890 3.0377 1.2178 0.89
H 3.1358 1.6649 -0.6710 0.06
H 4.8396 1.5251 -0.2665 0.07
H 4.2892 0.1936 1.7717 0.08
H 3.8313 -0.5796 0.2647 0.06
H 2.8311 0.7511 3.5412 0.08
H 1.2128 0.1223 3.7346 0.06
H 2.1230 2.9136 3.2433 0.03
H 0.7913 2.3163 4.1917 0.07
H 0.3117 3.7878 -0.0270 -0.04
H 1.1755 2.2661 -0.0354 0.00
H 2.2012 4.7448 1.4314 0.08
H 2.5230 4.4320 -0.2638 0.08
C -1.6879 -2.4885 -2.9244 -0.22
P -2.2164 -1.5042 -1.4896 0.84
C -3.7215 -0.6532 -2.0768 -0.22
C -2.8970 -2.7252 -0.3028 -0.37
C -3.2584 -1.9682 0.9744 -0.37
P -1.7784 -1.0239 1.5319 0.85
C -2.4482 0.1518 2.7476 -0.24
C -0.9234 -2.2653 2.5518 -0.23
H -1.3528 -1.8244 -3.7196 0.04
H -2.4983 -3.1173 -3.2958 0.06
H -0.8488 -3.1191 -2.6309 0.04
H -4.5002 -1.3764 -2.3217 0.06
H -3.4892 -0.0751 -2.9707 0.04
H -4.0938 0.0301 -1.3148 0.04
H -2.1087 -3.4562 -0.1076 0.08
H -3.7535 -3.2569 -0.7241 0.09
H -3.6034 -2.6398 1.7639 0.09
H -4.0629 -1.2532 0.7831 0.08
H -3.1142 -0.3513 3.4520 0.06
H -2.9897 0.9448 2.2329 0.04
H -1.6334 0.6087 3.2983 0.02
H -1.5975 -2.6728 3.3074 0.06
H -0.0586 -1.8244 3.0417 0.03
H -0.5593 -3.0594 1.9087 0.04
N -1.7188 2.1376 -2.8466 0.19
C -2.0602 2.2571 -1.5484 -0.65
O -1.7075 1.4826 -0.6617 -0.09
C -2.9478 3.4242 -1.1919 -0.53
I -1.7946 5.2207 -1.1174 0.92
H -1.0243 1.4573 -3.1219 0.05
H -1.9023 2.9005 -3.4788 0.11
H -3.3610 3.2689 -0.2015 0.06
H -3.7343 3.5862 -1.9253 0.06
```

Calculated values
Energy relative to the best compared isomer or geometry (same formula, charge and spin): 8.1 kcal/mol
E: -131765.33491 eV
LUMO energy (spin up / spin down): -0.08721 / -0.08733 hartree
Total charge: +1
Frontier orbital gap (spin up / spin down): 8.10 / 8.09 eV
HOMO (spin up / spin down): -10.468 / -10.469 eV

2.
DFT (ωB97M-V with the def2-TZVPD basis set) results for a gas-phase ion, C19H36N3O (charge +1).

Structure (XYZ):
```
59
Properties=species:S:1:pos:R:3:lowdin_charge:R:1
C -0.9027 4.1536 -2.1903 -0.11
C 0.1680 4.6243 -1.2119 -0.26
C 0.9421 3.4800 -0.5550 -0.21
H 1.7803 3.9043 -0.0016 0.11
C 0.0803 2.6497 0.3953 -0.17
H -0.3396 3.3039 1.1593 0.12
H -0.7610 2.2441 -0.1757 0.10
C 0.8572 1.5063 1.0620 -0.32
C 1.8070 1.9749 2.1746 -0.21
C 1.1230 2.5549 3.4071 -0.08
H 0.5092 3.4151 3.1557 0.07
H 0.5018 1.8158 3.9062 0.07
H 1.8784 2.8860 4.1141 0.08
H 2.4152 1.1190 2.4734 0.11
H 2.4809 2.7248 1.7608 0.11
H 1.4831 1.0259 0.3022 0.13
C -0.1076 0.4470 1.6064 -0.12
N -0.6647 -0.3594 0.4962 0.05
H 0.0017 -1.1658 0.1928 0.12
C -2.0074 -0.9677 0.7486 -0.06
C -2.6740 -1.2539 -0.5459 -0.24
C -3.5619 -0.4556 -1.2302 -0.03
C -3.8600 -1.1002 -2.4412 -0.06
C -3.1385 -2.2622 -2.4609 -0.07
N -2.4157 -2.3593 -1.3145 -0.08
C -1.5221 -3.4431 -1.0126 -0.10
H -1.8821 -4.3257 -1.5458 0.14
H -1.5615 -3.6636 0.0563 0.12
C -0.0764 -3.1632 -1.4633 -0.14
N 0.7462 -2.5051 -0.4441 -0.21
C 1.9513 -1.9262 -1.0587 -0.13
H 1.6438 -1.0718 -1.6674 0.12
C 2.9295 -1.4867 0.0527 -0.16
O 2.2522 -1.3887 1.2835 -0.17
C 1.8452 -2.6622 1.7350 -0.16
H 2.7054 -3.2254 2.1191 0.13
C 1.1681 -3.4490 0.5970 -0.13
H 0.3043 -3.9901 0.9819 0.12
H 1.8621 -4.1881 0.1739 0.14
H 1.1568 -2.4793 2.5628 0.12
H 3.7604 -2.1976 0.1380 0.13
H 3.3435 -0.4995 -0.1534 0.13
H 2.4434 -2.6533 -1.7173 0.13
H -0.7689 0.2705 -0.3087 0.16
H -0.1129 -2.5137 -2.3420 0.14
H 0.3930 -4.1079 -1.7676 0.13
H -3.0982 -3.0317 -3.2055 0.13
H -4.5278 -0.7521 -3.2016 0.10
H -3.9683 0.4748 -0.8864 0.11
H -2.6180 -0.2505 1.3007 0.14
H -1.8722 -1.8565 1.3669 0.13
H 0.4147 -0.2122 2.2970 0.12
H -0.9300 0.9381 2.1298 0.14
H 1.3546 2.8333 -1.3343 0.12
H -0.2921 5.2405 -0.4374 0.11
H 0.8795 5.2519 -1.7506 0.11
H -1.7103 3.6317 -1.6818 0.06
H -0.4737 3.4899 -2.9385 0.07
H -1.3348 5.0072 -2.7049 0.07
```

Calculated values
Energy relative to the best compared isomer or geometry (same formula, charge and spin): 2.4 kcal/mol
E: -26799.16193 eV
LUMO energy: -0.07346 hartree
Total charge: +1
SMILES: CCCC[C@@H](CC)C[NH2+]Cc1cccn1CCN1CCOCC1
Frontier orbital gap: 9.53 eV
HOMO: -11.526 eV